No. 1
Formula: C18H23BrNO3P
Source: the Open Molecules 2025 dataset
Level of theory: the ωB97M-V functional and the def2-TZVPD basis

Properties
Total charge: 0
Multiplicity: 1
Energy, a.u.: -3895.63577
Maximum force, eV/A: 1.15
Energy relative to the best compared isomer or geometry (same formula, charge and spin), kJ/mol: 8.6

```
47
Properties=species:S:1:pos:R:3:forces:R:3:mulliken_charge:R:1
Br -6.190698 0.463956 2.978316 0.143 0.024 -0.072 -0.208
P 0.493274 0.867113 1.406404 0.648 -0.039 -0.685 0.853
O 1.669303 1.889474 1.012363 -0.761 -0.467 -0.285 -0.329
O 1.092391 -0.582121 0.989201 -0.172 1.095 -0.312 -0.126
O 0.106768 0.918043 2.820355 -0.196 0.082 0.166 -0.838
N -0.627107 0.458377 -1.102422 -0.049 -0.335 -0.172 -0.308
C 0.875460 -0.253676 -2.855669 0.019 0.107 -0.013 0.094
C 3.700972 1.236236 2.186727 -0.288 0.138 -0.138 -0.957
C -4.538950 0.707969 2.063967 -0.165 -0.067 0.032 0.009
C 1.539896 -1.399455 -2.433359 0.009 0.043 0.022 -0.065
C -3.684413 1.722701 2.460877 -0.066 0.028 0.016 -0.773
C 0.564978 0.827701 -1.860537 0.118 0.003 -0.022 -0.447
C -3.014031 0.051041 0.349658 0.155 0.158 -0.022 -0.382
C -0.476487 -2.397453 1.372859 0.299 0.250 0.020 -0.973
C -2.134297 1.052893 0.739655 -0.395 0.018 0.044 -0.176
C 0.743755 -1.180746 -5.071460 -0.028 -0.011 -0.101 -0.575
C 1.407445 -2.317726 -4.643904 0.012 -0.065 -0.053 -0.408
C -0.798175 1.239888 0.084866 0.390 0.097 0.683 0.033
C -4.219364 -0.124816 1.007678 -0.133 -0.001 0.138 -0.622
C 1.804530 -2.426164 -3.321401 0.024 -0.102 0.000 -0.712
C 2.601817 2.270645 2.019694 0.548 0.209 0.520 -0.318
C 0.804050 -1.705128 1.808179 -0.176 -0.717 0.509 -0.479
C 0.476163 -0.155232 -4.180782 0.016 0.008 0.063 -0.435
C -2.487980 1.891456 1.791973 -0.129 -0.103 -0.094 -0.244
H -2.770548 -0.582361 -0.488640 0.026 -0.060 -0.089 0.481
H 0.712132 -1.374187 2.847637 0.114 -0.109 -0.117 0.440
H 1.663559 -2.374931 1.710979 -0.086 0.093 0.051 0.352
H -0.647125 -3.273857 1.992128 -0.069 -0.101 0.052 0.451
H 4.436786 1.592562 2.902889 0.080 0.007 0.080 0.418
H 3.010312 3.229728 1.689325 -0.078 -0.115 0.082 0.339
H 3.273770 0.304046 2.549592 0.065 -0.107 0.061 0.176
H 1.616326 -3.117367 -5.339251 0.016 -0.057 -0.057 0.375
H -0.408757 -2.711005 0.332519 -0.021 -0.061 -0.104 0.221
H -0.664798 2.298215 -0.168659 0.031 -0.087 0.073 0.601
H 0.353902 1.774645 -2.367654 0.127 -0.041 0.029 0.471
H -0.045800 0.729265 -4.515220 -0.061 0.106 -0.029 0.385
H -1.318009 -1.715654 1.487970 -0.114 -0.034 0.027 0.168
H 1.428505 0.972684 -1.193557 -0.028 0.042 -0.244 0.193
H 4.189875 1.050009 1.233371 0.082 -0.038 -0.053 0.265
H -0.550271 -0.523975 -0.850996 -0.040 0.058 -0.077 0.321
H 1.854812 -1.477404 -1.401878 0.043 0.016 0.123 0.387
H 2.064559 2.405266 2.964295 0.091 0.101 -0.138 0.333
H 0.432201 -1.092981 -6.102058 -0.024 0.008 -0.079 0.380
H -3.951156 2.370043 3.281773 -0.027 0.040 0.052 0.433
H -1.813089 2.676978 2.094580 0.060 0.083 0.100 0.362
H -4.901100 -0.903556 0.701528 -0.055 -0.037 -0.012 0.439
H 2.324613 -3.311138 -2.983909 0.043 -0.061 0.025 0.396
```
Forces are in eV/Å.

---

No. 2
Formula: C41H94FI2N12O11P4
Source: the Open Molecules 2025 dataset
Level of theory: the ωB97M-V functional and the def2-TZVPD basis

Properties
Total charge: +1
Multiplicity: 1
Energy, a.u.: -5162.89453
Maximum force, eV/A: 9.79
Energy relative to the best compared isomer or geometry (same formula, charge and spin), kJ/mol: 843.6

```
165
Properties=species:S:1:pos:R:3:forces:R:3:mulliken_charge:R:1
I -1.734930 -3.786898 -2.074974 0.654 0.725 0.227 0.203
I 2.125996 0.221472 0.878227 0.093 -0.041 -0.775 0.123
P 1.631001 1.246798 -2.780430 2.767 6.362 -0.698 0.304
P 0.794335 -5.739084 -8.254652 -1.001 3.669 -6.535 1.009
P 0.760467 3.200312 7.859161 3.740 6.236 -1.907 1.052
P -6.291325 2.712469 0.748144 5.898 -1.761 4.146 1.037
F 0.556811 -5.201802 1.234486 1.444 3.155 -3.038 -0.303
O 5.855335 -0.886509 -0.524105 1.748 2.615 0.877 -0.254
O 7.363869 -0.449340 1.344835 -5.232 2.776 -6.859 -0.567
O 1.050762 -1.030365 5.839034 0.628 -0.202 -2.392 -0.440
O -0.301513 2.387929 2.107269 1.664 -0.835 -8.100 -0.342
O 2.010267 1.023113 -4.460197 -1.397 0.174 2.294 -0.492
O -0.650826 -1.124592 2.404042 0.843 -1.851 -0.644 0.127
O 0.469059 2.596257 -2.762678 0.100 -4.499 -0.793 -0.472
O -5.343995 2.358259 -0.424307 -3.543 1.170 -2.260 -0.882
O 1.352189 -4.390327 -7.737742 0.654 -2.310 3.857 -0.885
O 2.166404 2.581009 7.665901 -2.411 -3.598 1.111 -0.846
O 1.297458 -5.073368 -1.039216 -1.640 5.269 8.086 -0.410
N -7.380351 3.119660 2.095964 -1.179 0.079 -2.134 0.064
N -5.183353 3.824504 1.385865 0.413 1.565 0.043 0.425
N 0.153040 -7.289580 -8.848878 0.503 -0.134 2.418 0.071
N 0.757267 3.832167 6.287010 -0.529 -0.216 -1.637 0.342
N -6.081944 1.167647 1.476872 -0.858 -2.138 0.279 0.224
N 0.762779 -0.095366 -1.980280 -0.732 -3.389 -2.596 0.779
N -0.855760 3.912246 8.081328 -0.094 -2.340 0.659 0.199
N 0.818956 3.406041 0.167465 -1.219 -0.282 0.921 0.466
N 1.853524 -5.738514 -9.577161 1.347 -0.542 -0.392 0.241
N 2.969329 1.768368 -2.069675 -2.747 -0.082 -0.694 -0.379
N 1.351028 4.367994 8.976800 0.105 0.513 2.164 0.162
N -0.712388 -5.030169 -8.688916 -2.159 0.331 0.798 0.180
C 1.350990 -2.743217 0.252836 1.300 -1.042 0.211 0.127
C -1.308539 -4.186493 -7.642640 0.269 -0.439 0.221 -1.227
C -6.230964 0.035837 0.550223 -0.425 0.416 -0.155 -1.094
C -0.870443 -2.031362 1.275462 -2.515 0.648 -0.099 -1.196
C -7.799976 4.493043 2.336316 -0.192 0.544 -0.217 -1.035
C 2.365252 -1.631491 5.591838 1.613 -0.313 0.730 -0.249
C 0.009886 2.289532 0.783476 -1.271 0.739 7.309 -0.462
C -0.655916 -1.977076 -1.541725 -0.308 1.670 0.496 -1.626
C -1.951985 3.587367 7.179785 -0.250 -0.383 -0.286 -1.019
C -0.056512 -1.781893 3.573652 0.929 0.400 1.827 -0.139
C -5.000284 0.868226 2.402871 -0.417 0.268 0.335 -1.093
C -1.332032 4.364541 9.382859 -0.073 -0.101 0.877 -0.993
C -0.650550 0.996804 0.001906 -1.543 1.277 -1.140 0.561
C 0.073726 -1.765190 -0.047467 -0.380 -0.580 -1.298 2.274
C 0.893065 2.908034 5.164710 0.428 -0.179 0.193 -0.621
C 1.028532 -8.432303 -9.067352 0.476 -0.363 0.178 -1.051
C -8.319471 2.153939 2.653481 -0.636 -0.652 -0.081 -0.935
C 0.392043 -0.555990 4.617623 -1.796 0.376 -0.267 0.574
C 1.893320 5.654362 8.566568 -0.523 0.121 -0.087 -0.979
C -1.230137 -7.693210 -8.626862 -0.740 -0.114 0.504 -0.939
C 6.630514 1.692090 0.171345 -0.174 -0.185 0.106 -0.601
C 0.539535 5.186248 5.827272 -0.811 0.058 0.130 -1.336
C 1.518895 -3.153873 -4.085822 0.129 -1.823 0.071 -0.318
C -0.950461 -4.403385 -9.980264 -0.041 -0.477 -0.243 -1.016
C 0.357494 -1.231303 -2.655551 -1.645 -0.170 1.886 0.868
C 0.524144 -1.863089 -4.111941 -0.443 -0.048 -0.644 -1.002
C 5.321020 -1.706877 -2.953886 -0.847 0.503 1.361 -0.840
C 3.290238 -5.705071 -9.318790 0.114 0.464 0.252 -1.116
C 2.209872 3.814146 10.033928 -0.293 -0.465 -0.079 -1.158
C 2.941735 -3.050467 -3.341070 2.146 -0.578 0.461 -0.605
C 5.857602 -0.497573 -1.941962 0.886 0.646 -1.759 -0.291
C 3.470578 -0.651434 4.883939 1.079 -0.582 -0.305 -0.439
C -4.618426 3.919941 2.714041 -0.626 0.307 0.494 -1.388
C -0.128396 4.623286 0.193983 -0.410 0.629 1.358 -0.724
C 1.578402 -5.865495 -10.991546 -0.208 -0.835 -0.158 -1.325
C 6.620648 0.046384 0.317136 3.755 -2.300 5.005 0.519
C 0.381801 -0.162426 -0.476183 1.268 0.570 3.101 -1.353
C 3.667940 -1.602749 -3.202207 0.864 -0.290 -0.335 0.639
C 1.058128 -4.367811 0.076914 0.713 -5.008 -5.622 0.091
C 1.985419 3.851428 1.013126 2.005 0.792 0.158 -0.376
C -4.763140 4.946010 0.550602 0.211 -0.255 -0.418 -1.178
H -7.052251 0.226637 -0.157278 0.338 -0.063 0.095 0.351
H -0.821043 -2.465371 4.142167 1.243 1.283 -1.224 0.205
H 1.818052 2.844002 10.375651 0.219 0.211 -0.141 0.360
H -0.430246 2.225910 -3.041899 1.473 0.969 0.326 0.322
H -1.925519 -3.895823 -10.009404 0.211 -0.164 0.381 0.369
H -5.202442 3.398750 3.474100 -0.015 -0.093 -0.218 0.377
H -1.674898 2.836153 6.442282 0.199 0.167 -0.091 0.090
H -2.408605 4.216812 9.525994 0.099 -0.126 -0.337 0.381
H 3.095820 -0.071542 3.939316 0.491 -1.105 1.814 -0.126
H 2.812558 -1.908546 6.663826 -1.223 0.694 -2.323 0.306
H 1.357582 3.386434 4.293295 -0.116 0.085 0.187 -0.029
H -4.963841 -0.202936 2.648821 -0.254 0.177 -0.333 0.454
H 2.301221 4.936504 0.628399 -0.822 -2.388 0.709 0.415
H -5.318775 -0.148647 -0.024933 0.039 -0.003 -0.155 0.250
H 1.759855 3.973576 2.154921 0.217 -0.462 -2.110 -0.025
H 5.899944 -1.578924 -3.962337 -1.124 -0.553 2.007 0.335
H -0.836777 -3.119556 1.696442 0.342 1.766 -1.356 0.450
H -0.538562 -2.289902 -4.457180 2.139 0.996 1.209 0.345
H -1.559210 -1.186404 -1.463511 1.954 -1.659 -0.375 0.678
H -7.425673 4.830260 3.307737 0.011 -0.060 0.001 0.296
H -2.391744 -4.099212 -7.780948 0.102 -0.102 -0.184 0.462
H 1.101343 6.314159 8.211600 0.077 -0.001 -0.236 0.234
H -0.645408 -0.080901 4.969841 2.358 -0.999 -0.610 0.118
H 1.491241 5.663548 5.575214 0.034 0.059 -0.012 0.346
H 1.033580 -8.697622 -10.128982 -0.046 0.048 0.009 0.299
H 2.316860 -2.670064 5.014248 -0.182 2.247 0.978 0.224
H -7.433014 5.179073 1.574930 0.240 -0.087 0.084 0.238
H 2.337334 6.194800 9.415087 -0.125 -0.459 -0.007 0.367
H -1.648996 -7.226523 -7.727044 0.007 -0.003 -0.424 0.275
H -0.094736 5.206964 4.933140 0.023 -0.099 -0.091 0.328
H 2.222573 4.470351 10.911034 -0.121 0.110 -0.189 0.379
H -1.180777 1.473462 -0.955216 1.091 -1.120 1.869 0.181
H 1.721997 -3.471078 -5.214718 -0.689 0.996 2.233 0.266
H -3.599345 3.521948 2.727024 0.070 -0.017 0.040 0.284
H 5.274818 0.506170 -2.093427 0.786 -1.991 0.237 0.168
H 0.953967 -4.087298 -3.609201 1.105 2.128 -0.948 0.115
H 4.347249 -1.364402 4.498426 -1.880 1.502 0.804 0.289
H 3.538133 -5.140250 -8.416269 -0.249 -0.046 -0.064 0.286
H 1.518678 2.045437 5.408746 -0.025 0.161 0.266 0.261
H 1.748851 -2.697050 1.379059 -1.112 0.350 -2.588 0.341
H -0.190855 -3.656355 -10.219847 0.153 0.075 -0.161 0.279
H 3.681874 -6.718495 -9.188606 0.190 -0.089 -0.144 0.297
H -0.877301 -3.181125 -7.628578 0.062 0.097 0.081 0.338
H -4.577804 4.960721 3.056572 0.036 0.038 -0.098 0.438
H -1.013007 -5.152573 -10.769801 0.216 0.092 -0.080 0.251
H 2.307145 -6.521293 -11.482528 0.077 0.058 0.067 0.420
H 3.545984 -1.038843 -4.212512 -0.103 -0.573 2.071 0.236
H 3.995049 0.113116 5.613493 -1.467 -1.531 -1.346 0.269
H 2.426786 1.882716 -4.820558 -0.850 -1.592 1.343 0.365
H 0.019737 5.814055 6.552581 0.146 -0.173 0.097 0.373
H -4.731291 4.685975 -0.510712 -0.120 -0.176 0.163 0.348
H 2.789843 2.764265 -1.749270 0.118 -1.558 -0.170 0.216
H -8.889780 4.610515 2.336939 0.140 -0.177 0.026 0.428
H -9.256472 2.608050 2.995726 0.245 0.252 -0.150 0.380
H 3.843549 -5.230252 -10.138790 -0.244 -0.084 0.047 0.410
H -1.997831 -1.858034 0.924359 2.262 -0.319 0.728 0.168
H 2.672345 5.548191 7.808739 0.097 0.076 -0.214 0.269
H -5.163416 1.359559 3.362319 0.229 0.153 -0.051 0.254
H -2.271767 4.487417 6.645813 0.021 0.032 0.018 0.306
H 2.964259 3.187914 0.848213 -2.373 1.202 0.405 -0.041
H -2.824728 3.178537 7.701944 0.153 0.111 0.078 0.438
H 2.054614 -8.234044 -8.762624 -0.020 0.204 -0.192 0.251
H -5.453191 5.788065 0.660733 0.099 0.239 0.063 0.297
H 5.644954 2.042194 -0.354554 1.949 -0.548 0.932 0.114
H -1.844225 -7.417846 -9.489318 0.052 0.154 0.120 0.251
H 0.890041 -2.433430 3.359767 -1.718 1.205 -0.094 -0.146
H -0.845638 3.822670 10.203048 -0.028 0.368 -0.214 0.299
H -1.349138 -8.773439 -8.484507 0.361 0.104 -0.058 0.386
H -6.493292 -0.880076 1.090934 0.056 0.175 0.157 0.386
H -1.140792 5.435175 9.500880 0.164 -0.115 0.030 0.272
H -7.874521 1.654965 3.519393 0.072 -0.063 -0.175 0.247
H -4.024232 1.138663 1.994651 0.286 0.154 0.028 0.218
H 5.517698 -2.718299 -2.395851 -0.020 1.838 -1.315 0.319
H 0.955749 0.321296 4.065137 -0.907 -2.051 0.967 -0.449
H -3.756248 5.296285 0.810375 -0.144 -0.132 0.133 0.333
H -0.027054 5.046727 1.303972 -0.601 -0.702 -2.312 0.281
H 3.700548 -3.728036 -3.971315 -1.756 1.413 1.310 0.399
H 2.997732 -3.534805 -2.248660 -0.638 0.897 -2.456 0.208
H -8.608275 1.396536 1.914667 0.224 0.088 0.350 0.302
H 7.591937 2.105161 -0.396478 -2.179 -1.265 1.001 0.292
H -1.548750 0.605816 0.679554 2.374 0.694 -1.260 -0.222
H -1.241007 4.287121 0.063674 2.123 0.790 -0.117 0.210
H 1.623405 -4.887724 -11.480455 -0.003 0.010 -0.030 0.325
H 3.269853 -1.050056 -2.252596 0.522 -0.650 -1.913 -0.673
H 6.974571 -0.288708 -2.248128 -2.092 -0.443 0.569 0.409
H -0.085956 2.526418 4.859356 -0.077 0.047 -0.292 0.156
H 0.855775 -1.188353 -5.000937 -0.411 -0.596 2.198 0.283
H 0.608219 -6.315395 -11.207737 0.016 0.126 0.201 0.400
H 2.262858 -2.509677 -0.470393 -1.925 -0.753 1.493 -0.194
H 3.239355 3.667644 9.693884 0.022 -0.110 0.022 0.323
H 6.713394 2.150260 1.270354 -0.339 -1.356 -2.455 0.273
H 0.218631 5.479895 -0.528178 -0.736 -2.013 1.133 0.314
H -1.156069 -4.641180 -6.651939 0.030 0.175 -0.195 0.337
H 0.719898 -9.318553 -8.500979 -0.111 0.188 -0.066 0.425
```
Forces are in eV/Å.

---

> Number 2 is which compound?

C41H94FI2N12O11P4

---

> Look up the energy of the second one.

-5162.89453 a.u.